No. 1
{
  "formula": "C7H22O5",
  "method": "wB97M-V/def2-TZVPD",
  "elements": ["O", "O", "O", "O", "O", "C", "C", "C", "C", "C", "C", "C", "H", "H", "H", "H", "H", "H", "H", "H", "H", "H", "H", "H", "H", "H", "H", "H", "H", "H", "H", "H", "H", "H"],
  "coordinates": [[-1.065, 1.015, 2.313], [-0.295, 2.741, -3.108], [-0.939, 2.633, 0.124], [-0.148, -0.063, -3.634], [-2.969, -0.590, 3.223], [1.487, 0.410, -0.786], [-0.487, -0.797, -0.095], [1.652, -2.791, 0.632], [-1.382, -1.752, 0.562], [1.636, -1.289, 1.114], [0.799, -0.502, 0.136], [1.723, 1.675, -0.472], [-2.423, -1.519, 0.715], [-0.927, -0.206, -0.912], [1.094, -1.209, 2.083], [2.674, -1.014, 1.331], [0.609, -0.649, -3.452], [-0.867, 3.594, 0.179], [-1.412, -2.732, 0.029], [2.668, -3.077, 0.299], [-1.014, -2.099, 1.559], [-0.111, 0.636, -2.971], [-0.963, 2.379, -3.708], [1.831, 0.068, -1.762], [1.149, -2.871, -0.335], [1.406, 2.259, 0.379], [-0.895, 0.184, 1.846], [2.150, 2.471, -1.092], [-0.670, 2.332, -0.751], [-0.872, 1.780, 1.737], [-2.493, 0.252, 3.073], [1.315, -3.469, 1.403], [-2.595, -1.058, 3.983], [0.335, 3.256, -3.645]],
  "lowdin_charge": [-0.08, -0.06, -0.06, -0.07, -0.09, -0.15, -0.16, -0.09, -0.10, -0.17, -0.30, 0.01, 0.07, 0.11, 0.11, 0.11, 0.04, 0.07, 0.10, 0.07, 0.09, -0.02, 0.06, 0.10, 0.07, 0.06, 0.00, 0.07, 0.02, 0.02, 0.00, 0.07, 0.04, 0.07],
  "multiplicity": 1,
  "e_homo_ev": -9.0,
  "orbital_gap_ev": 9.276,
  "smiles": "C=C/C(=C/C)CC.O.O.O.O.O"
}

No. 2
{
  "formula": "C4H2OS",
  "method": "wB97M-V/def2-TZVPD",
  "elements": ["S", "O", "C", "C", "C", "C", "H", "H"],
  "coordinates": [[1.300, -2.216, -2.594], [2.238, 0.797, -2.038], [0.801, 0.745, -0.205], [1.432, 0.237, -1.355], [-0.020, 0.740, 0.696], [1.149, -1.195, -1.391], [-0.565, 0.726, 1.574], [0.550, -1.535, -0.471]],
  "lowdin_charge": [0.80, 0.13, -0.04, -0.55, 0.19, -0.63, 0.03, 0.08],
  "multiplicity": 1,
  "e_homo_ev": -9.3,
  "orbital_gap_ev": 7.576,
  "smiles": "C#CC(=O)C=S"
}

No. 3
{
  "formula": "C2HF4P",
  "method": "wB97M-V/def2-TZVPD",
  "elements": ["P", "F", "F", "F", "F", "C", "C", "H"],
  "coordinates": [[-2.805, 1.084, -0.183], [0.816, -0.684, -0.678], [1.406, -0.076, 1.298], [1.182, 1.439, -0.156], [-2.351, -1.718, -0.176], [-2.605, -0.437, -0.003], [1.624, 0.154, 0.001], [2.734, 0.239, -0.103]],
  "lowdin_charge": [0.76, 0.11, 0.09, 0.05, -0.01, -0.73, -0.45, 0.18],
  "multiplicity": 1,
  "e_homo_ev": -10.0,
  "orbital_gap_ev": 10.511,
  "smiles": "FC(F)F.FC#P"
}

No. 4
{
  "formula": "C5H10O",
  "method": "wB97M-V/def2-TZVPD",
  "elements": ["O", "C", "C", "C", "C", "C", "H", "H", "H", "H", "H", "H", "H", "H", "H", "H"],
  "coordinates": [[0.875, -1.300, 0.990], [-0.322, -1.448, 0.032], [-1.737, 0.786, -0.119], [0.735, 0.243, 0.646], [1.615, 0.565, -0.550], [-0.741, -0.100, 0.565], [1.332, 0.033, -1.461], [1.080, 0.830, 1.508], [0.134, -1.081, 1.723], [-0.907, -2.343, 0.265], [1.492, 1.637, -0.741], [-1.473, 1.057, -1.158], [0.159, -1.569, -0.953], [2.676, 0.386, -0.344], [-1.867, 1.721, 0.440], [-2.717, 0.297, -0.150]],
  "lowdin_charge": [-0.06, -0.13, -0.12, -0.26, -0.05, -0.34, 0.07, 0.13, 0.16, 0.11, 0.09, 0.07, 0.11, 0.08, 0.07, 0.07],
  "multiplicity": 1,
  "e_homo_ev": -6.8,
  "orbital_gap_ev": 7.849
}

No. 5
{
  "formula": "C4H9NO3PS",
  "method": "wB97M-V/def2-TZVPD",
  "elements": ["S", "P", "O", "O", "O", "N", "C", "C", "C", "C", "H", "H", "H", "H", "H", "H", "H", "H", "H"],
  "coordinates": [[1.503, -1.038, 0.611], [-0.201, 1.966, 1.205], [-0.737, 3.219, 0.401], [-0.852, 2.213, 2.625], [1.258, 1.814, 1.157], [0.776, -2.109, -1.563], [-0.965, 0.455, 0.511], [0.047, -0.315, -0.297], [1.821, -1.937, -0.807], [-0.454, -1.554, -1.019], [-0.951, -2.250, -0.343], [0.851, -2.598, -2.446], [-0.119, 3.400, -0.317], [0.532, 0.305, -1.051], [-1.441, -0.146, 1.284], [-1.753, 0.786, -0.169], [-0.957, 1.382, 3.097], [2.805, -2.292, -1.072], [-1.161, -1.299, -1.806]],
  "lowdin_charge": [1.12, 0.40, -0.08, -0.07, -0.29, 0.02, -0.21, -0.54, -0.32, -0.16, 0.14, 0.18, 0.10, 0.13, 0.11, 0.12, 0.09, 0.12, 0.15],
  "multiplicity": 1,
  "e_homo_ev": -14.0,
  "orbital_gap_ev": 9.365,
  "charge": 1
}

Results for M: 186.2 98.1 132.0 86.1 182.2 (in g mol⁻¹, following the order of the records).